Molecular formula: C22H23NO2
Method: DFT, the ωB97M-V functional and the def2-TZVPD basis

CARTESIAN COORDINATES (ANGSTROEM)
C (-1.672, -1.379, -2.783)
C (-0.948, -0.062, -2.689)
C (0.315, -0.007, -1.799)
C (1.414, 0.283, -2.832)
C (1.964, -0.945, -3.509)
O (1.804, 1.419, -3.066)
O (-1.359, 0.938, -3.270)
H (-0.985, -2.207, -3.015)
H (-2.201, -1.616, -1.847)
H (-2.419, -1.301, -3.581)
H (0.503, -1.004, -1.368)
H (1.178, -1.689, -3.714)
H (2.435, -0.650, -4.449)
H (2.734, -1.424, -2.880)
C (-2.525, 2.897, -0.899)
C (-2.348, 1.625, -0.173)
N (-3.370, 1.039, 0.521)
C (-2.968, -0.179, 1.051)
C (-1.619, -0.392, 0.624)
C (-0.936, -1.537, 1.046)
C (-1.547, -2.349, 2.012)
C (-2.833, -2.055, 2.507)
C (-3.587, -0.994, 1.985)
C (-1.233, 0.790, -0.106)
C (0.143, 0.995, -0.667)
C (1.230, 0.812, 0.418)
C (0.956, 0.847, 1.788)
C (1.926, 0.476, 2.721)
C (3.237, 0.212, 2.325)
C (4.309, -0.069, 3.340)
C (3.543, 0.286, 0.969)
C (2.565, 0.620, 0.036)
H (-1.713, 3.589, -0.638)
H (-2.482, 2.715, -1.985)
H (-3.488, 3.348, -0.632)
H (-4.295, 1.440, 0.618)
H (0.056, -1.765, 0.643)
H (-1.008, -3.221, 2.399)
H (-3.252, -2.678, 3.301)
H (-4.613, -0.787, 2.292)
H (0.237, 2.012, -1.089)
H (-0.030, 1.137, 2.146)
H (1.661, 0.411, 3.776)
H (5.244, -0.332, 2.838)
H (4.512, 0.801, 3.979)
H (4.035, -0.892, 4.007)
H (4.570, 0.103, 0.650)
H (2.862, 0.739, -1.000)

Atomic forces in eV per Å
C -0.317 -0.167 -0.475
C -0.929 1.004 -0.153
C 0.355 -0.314 -0.828
C 0.521 1.167 0.440
C 0.214 -0.057 -0.525
O -0.515 -1.531 0.165
O 0.768 -1.338 0.769
H -0.149 0.220 0.201
H 0.369 0.157 -0.099
H 0.151 -0.054 0.148
H -0.142 0.228 -0.283
H 0.243 0.227 0.143
H -0.014 -0.074 0.082
H -0.355 0.214 -0.045
C 0.046 0.361 -0.188
C 1.415 -1.256 0.139
N -0.640 -0.369 0.203
C 0.867 0.354 -0.205
C -0.891 0.592 0.287
C -0.266 -0.471 0.445
C 0.261 0.226 -0.355
C -0.332 0.192 -0.306
C 0.198 -0.549 0.274
C -0.825 0.367 0.074
C 0.050 0.873 0.330
C 0.326 0.403 -0.280
C 0.018 -0.347 0.106
C -0.013 0.381 -0.247
C -0.136 0.017 0.043
C 0.187 -0.139 0.157
C -0.024 0.260 0.064
C -0.068 -0.369 0.132
H -0.277 -0.059 -0.137
H -0.062 0.144 0.337
H 0.243 0.058 -0.152
H 0.376 -0.162 -0.009
H -0.340 0.059 0.426
H -0.234 0.340 -0.146
H 0.061 0.147 -0.339
H 0.292 -0.135 0.143
H -0.092 -0.381 0.059
H 0.102 -0.287 -0.160
H 0.049 0.160 -0.180
H -0.058 -0.010 0.112
H -0.113 -0.119 -0.200
H 0.010 0.049 -0.087
H -0.257 0.128 0.001
H -0.072 -0.140 0.119

The value obtained for the LUMO energy is 0.7 eV. The highest occupied orbital energy is -7.70 eV. For the frontier orbital gap, the calculation gives 8.377 eV. The SMILES is CC(=O)C(C(C)=O)[C@H](c1ccc(C)cc1)c1c(C)[nH]c2ccccc12. For the energy above the lowest of the compared OMol25 structures with the same formula, charge and spin, the calculation gives 31.9 kJ/mol. The largest force on an atom comes out at 0.03689 hartree/bohr.

Results of the Mulliken charge analysis, in e, for atoms 1 through 6: number 1, C, carries -1.295; number 2, C, carries 0.199; number 3, C, carries 0.460; number 4, C, carries 0.332; number 5, C, carries -1.242; number 6, O, carries -0.577